# 1
Formula: C4H3NO3
Source: OMol25
Level of theory: ωB97M-V/def2-TZVPD

Output
**HOMO**: -9.8430 eV
**2S+1**: 1
**SMILES**: C=CN=C=O.O=C=O
**Relative energy (zero: lowest compared OMol25 entry of this formula, charge and spin)**: 102.4 kJ/mol
**Kohn-Sham gap**: 10.45 eV
**E_tot**: -434.68835 Eh
**Largest force on an atom**: 0.0994 Eh/bohr

The geometry in XYZ format:
```
11
Properties=species:S:1:pos:R:3:lowdin_charge:R:1
C 1.3183 -0.6051 0.5875 0.00
C 1.2171 0.0551 -0.5115 -0.22
N 0.1782 0.9730 -0.7105 0.13
C -0.5623 1.7646 -0.1529 -0.31
O -1.2441 2.6631 0.1282 0.18
H 0.3939 -0.6246 1.2879 0.09
H 1.8868 -1.4971 0.7365 0.06
H 2.0105 0.0251 -1.2778 0.12
O -1.9068 -0.5391 1.0275 0.22
C -1.7043 -0.9534 -0.0063 -0.49
O -1.5872 -1.2616 -1.1086 0.22
```

=====

# 2
Formula: C4H3NO3
Source: OMol25
Level of theory: ωB97M-V/def2-TZVPD

Output
**HOMO**: -9.1390 eV
**2S+1**: 1
**SMILES**: O=C1C=NO/C1=C\O
**Relative energy (zero: lowest compared OMol25 entry of this formula, charge and spin)**: 341.9 kJ/mol
**Kohn-Sham gap**: 8.46 eV
**E_tot**: -434.59710 Eh
**Largest force on an atom**: 0.0722 Eh/bohr

The geometry in XYZ format:
```
11
Properties=species:S:1:pos:R:3:lowdin_charge:R:1
O -1.9046 0.9026 0.8932 0.14
C -0.8109 0.5004 0.9191 -0.37
C 0.3090 0.5691 1.9092 -0.02
N 1.4055 0.0799 1.4108 0.13
O 1.1165 -0.5575 0.1283 -0.04
C -0.1508 -0.2331 -0.2077 -0.23
C -0.5439 -0.4264 -1.4625 -0.05
O 0.3346 -0.7570 -2.4456 0.06
H 0.4689 0.9042 2.9511 0.14
H -1.4873 -0.1518 -1.8454 0.13
H 1.2630 -0.8303 -2.2503 0.10
```

=====

# 3
Formula: C4H3NO3
Source: OMol25
Level of theory: ωB97M-V/def2-TZVPD

Output
**HOMO (alpha / beta)**: -5.1506 / -10.1492 eV
**2S+1**: 3
**Relative energy (zero: lowest compared OMol25 entry of this formula, charge and spin)**: 416.8 kJ/mol
**Kohn-Sham gap (alpha / beta)**: 5.63 / 6.99 eV
**E_tot**: -434.41554 Eh
**Largest force on an atom**: 0.0938 Eh/bohr

The geometry in XYZ format:
```
11
Properties=species:S:1:pos:R:3:lowdin_charge:R:1
C -1.5479 0.5700 1.5719 -0.01
C -1.6024 -0.8794 1.1926 -0.27
C -1.9326 0.2459 0.3132 -0.24
C 1.9433 -0.7944 0.2336 -0.43
N 2.5653 -1.1806 1.1361 0.23
O 1.4096 -0.5350 -0.7962 0.12
O -1.6846 -2.0772 1.2355 0.21
O -2.1275 1.0472 -0.8544 0.03
H -1.1946 1.4363 2.3136 0.14
H 2.6328 -1.2674 2.1203 0.09
H -2.4866 0.4576 -1.5987 0.14
```

=====

# 4
Formula: C4H3NO3S
Source: OMol25
Level of theory: ωB97M-V/def2-TZVPD

Output
**HOMO**: -9.5543 eV
**2S+1**: 1
**Relative energy (zero: lowest compared OMol25 entry of this formula, charge and spin)**: 304.9 kJ/mol
**Kohn-Sham gap**: 9.00 eV
**E_tot**: -832.75559 Eh
**Largest force on an atom**: 0.1184 Eh/bohr

The geometry in XYZ format:
```
12
Properties=species:S:1:pos:R:3:lowdin_charge:R:1
C 0.5283 -1.8221 1.4447 -0.14
C -0.8542 -1.1521 1.5012 -0.22
C 1.2239 -1.3243 0.3873 -0.19
C -1.0509 2.5702 -2.5376 -0.50
N -0.9372 -0.0168 0.8979 -0.12
O -1.9261 1.9856 -2.9619 0.22
O -0.3762 3.4638 -2.4017 0.23
O 1.5097 1.4212 -0.2666 -0.50
S 0.5330 0.3908 -0.4082 0.92
H 0.7920 -2.6556 2.1574 0.11
H -1.7349 -1.1488 2.0665 0.08
H 2.2925 -1.7118 0.1212 0.10
```

=====

# 5
Formula: C4H3NOS
Source: OMol25
Level of theory: ωB97M-V/def2-TZVPD

Output
**HOMO**: -9.0294 eV
**2S+1**: 1
**SMILES**: S=Cc1ncco1
**Relative energy (zero: lowest compared OMol25 entry of this formula, charge and spin)**: 12.4 kJ/mol
**Kohn-Sham gap**: 7.93 eV
**E_tot**: -682.36598 Eh
**Largest force on an atom**: 0.0174 Eh/bohr

The geometry in XYZ format:
```
10
Properties=species:S:1:pos:R:3:lowdin_charge:R:1
S -1.1810 0.7093 -2.9770 0.72
C -0.0617 0.8242 -1.8137 -0.58
C -0.1220 0.2193 -0.4815 -0.44
N -1.0669 -0.4799 0.0771 0.15
C -0.5143 -0.8651 1.2861 -0.11
C 0.7206 -0.3501 1.4122 -0.09
O 0.9943 0.3518 0.2844 0.05
H 0.8076 1.4480 -1.9844 0.05
H -1.0599 -1.4611 2.0134 0.11
H 1.4835 -0.3964 2.1833 0.13
```

=====

# 6
Formula: C4H3O2Pb
Source: OMol25
Level of theory: ωB97M-V/def2-TZVPD

Output
**HOMO (alpha / beta)**: -7.2137 / -8.0232 eV
**2S+1**: 2
**Relative energy (zero: lowest compared OMol25 entry of this formula, charge and spin)**: 167.7 kJ/mol
**Kohn-Sham gap (alpha / beta)**: 6.27 / 7.05 eV
**E_tot**: -497.31978 Eh
**Largest force on an atom**: 0.0816 Eh/bohr

The geometry in XYZ format:
```
10
Properties=species:S:1:pos:R:3:lowdin_charge:R:1
O 0.4124 -0.0025 2.4345 -0.15
C -0.1462 0.2248 1.3366 -0.50
C 0.5370 1.1363 0.2885 -0.17
C -0.3575 0.4882 -0.6986 -0.07
C -0.5658 -0.5979 -1.4673 -0.33
H 1.6211 0.9643 0.1800 0.12
H 0.2789 2.1820 0.5201 0.11
H -0.4963 -0.5234 -2.5628 0.11
Pb -0.6004 -2.0240 0.9524 1.37
O -0.6831 -1.8478 -0.9834 -0.49
```

=====

# 7
Formula: C4H3O3
Source: OMol25
Level of theory: ωB97M-V/def2-TZVPD

Output
**HOMO**: -2.5946 eV
**2S+1**: 1
**Relative energy (zero: lowest compared OMol25 entry of this formula, charge and spin)**: 109.9 kJ/mol
**Kohn-Sham gap**: 6.30 eV
**Total charge**: -1
**E_tot**: -379.91431 Eh
**Largest force on an atom**: 0.0749 Eh/bohr

The geometry in XYZ format:
```
10
Properties=species:S:1:pos:R:3:lowdin_charge:R:1
C -1.7509 0.5147 0.5820 -0.10
C -0.5666 0.1212 0.9593 -0.62
C 2.2292 -0.0357 -0.5125 -0.47
C -0.9879 -0.4644 -0.3902 -0.16
O 2.1295 1.0843 -0.7909 0.18
O 2.4339 -1.1577 -0.3228 0.18
O 0.5185 0.2244 1.5458 -0.10
H -2.3187 1.4285 0.5133 0.02
H -1.2995 -1.5631 -0.4091 0.06
H -0.3873 -0.1522 -1.1748 0.01
```

=====

# 8
Formula: C4H3O3
Source: OMol25
Level of theory: ωB97M-V/def2-TZVPD

Output
**HOMO**: -3.6631 eV
**2S+1**: 1
**Relative energy (zero: lowest compared OMol25 entry of this formula, charge and spin)**: 228.2 kJ/mol
**Kohn-Sham gap**: 7.85 eV
**Total charge**: -1
**E_tot**: -379.86926 Eh
**Largest force on an atom**: 0.0901 Eh/bohr

The geometry in XYZ format:
```
10
Properties=species:S:1:pos:R:3:lowdin_charge:R:1
C 1.1159 0.2350 -0.4075 -0.05
C 2.1552 -0.5496 0.0607 -0.61
C 0.0527 0.9603 -0.0383 -0.40
C -1.6555 -0.0980 0.0258 -0.04
O -0.1960 2.1326 0.0787 -0.04
O 3.2690 -0.7416 0.3775 0.09
O 1.1494 -1.3475 -0.3191 0.03
H -2.3296 0.7214 0.4582 0.02
H -1.7200 -0.8874 0.7833 -0.01
H -1.8411 -0.4250 -1.0194 0.01
```

=====

# 9
Formula: C4H3O5
Source: OMol25
Level of theory: ωB97M-V/def2-TZVPD

Output
**HOMO**: -3.4430 eV
**2S+1**: 1
**Relative energy (zero: lowest compared OMol25 entry of this formula, charge and spin)**: 326.8 kJ/mol
**Kohn-Sham gap**: 6.71 eV
**Total charge**: -1
**E_tot**: -530.34079 Eh
**Largest force on an atom**: 0.1601 Eh/bohr

The geometry in XYZ format:
```
12
Properties=species:S:1:pos:R:3:lowdin_charge:R:1
H -3.2885 1.4973 1.4239 0.11
O -1.4632 0.4785 1.0605 0.02
O -0.9712 1.2837 -0.8469 0.01
O 1.1742 -1.0255 -0.0816 -0.27
C -2.4618 1.3701 0.7354 -0.11
C -2.1438 1.8883 -0.4498 -0.11
C -0.5934 0.3796 0.0559 -0.08
H -2.5613 2.6690 -1.0742 0.11
O 3.5457 -1.3552 -0.1409 -0.01
C 2.2864 -1.9408 -0.1665 -0.67
O 2.2827 -3.1834 -0.2545 -0.08
H 4.1941 -2.0616 -0.2613 0.07
```

=====

# 10
Formula: C4H3O6Sr
Source: OMol25
Level of theory: ωB97M-V/def2-TZVPD

Output
**HOMO (alpha / beta)**: -10.0377 / -10.0365 eV
**2S+1**: 1
**Kohn-Sham gap (alpha / beta)**: 4.17 / 4.17 eV
**Total charge**: +1
**E_tot**: -636.03296 Eh
**Largest force on an atom**: 0.1482 Eh/bohr

The geometry in XYZ format:
```
14
Properties=species:S:1:pos:R:3:lowdin_charge:R:1
O 0.4631 -1.3363 0.9492 0.09
C -0.3098 -0.4700 0.5568 -0.14
O -0.0766 1.4966 -0.8691 0.07
C 1.0461 2.0911 -0.5180 -0.79
C -0.1243 0.0799 -0.8326 -0.05
O 2.0553 1.4328 -0.1291 -0.12
O 1.0910 3.3527 -0.5634 -0.17
H 0.7696 -0.3530 -1.3001 0.16
H -1.0029 -0.2151 -1.4225 0.16
Sr 3.4117 3.6429 0.1817 1.86
O -1.8707 -3.2777 1.0948 0.10
C -1.3726 -2.2004 1.6108 -0.26
O -1.7390 -1.1142 0.9884 -0.03
H -2.3410 -3.1291 0.2531 0.12
```